{"formula": "C29H22O19S", "method": "wB97M-V/def2-TZVPD", "total_energy_ev": -80162.46675, "homo_energy_ev": -9.10, "total_charge": 0, "gap_ev": 7.4, "species": ["C", "C", "C", "S", "C", "O", "C", "O", "O", "H", "H", "H", "H", "H", "H", "O", "C", "C", "C", "O", "C", "O", "C", "C", "O", "H", "H", "H", "H", "O", "C", "C", "C", "O", "C", "O", "C", "C", "O", "H", "H", "H", "H", "O", "C", "C", "C", "O", "C", "O", "C", "C", "O", "H", "H", "H", "H", "O", "C", "C", "C", "O", "C", "O", "C", "C", "O", "H", "H", "H", "H"], "xyz": [[1.89294, -2.23460, 6.89027], [1.92369, -1.82049, 5.60706], [2.94775, -0.82522, 5.07161], [2.31989, 0.79087, 5.53353], [4.29317, -1.15024, 5.67393], [4.45522, -2.44194, 5.02356], [4.18053, -2.09436, 3.72692], [4.73679, -2.53358, 2.76264], [3.22307, -1.11540, 3.69932], [2.79584, -2.66545, 7.30641], [1.05974, -2.10779, 7.56127], [1.21554, -2.21148, 4.88404], [3.41012, 1.39969, 6.02748], [5.11383, -0.58819, 5.23351], [4.40171, -1.11123, 6.74321], [2.31931, -2.06781, -3.91841], [3.02764, -2.01436, -2.92664], [2.51930, -1.79207, -1.58942], [3.36081, -1.72751, -0.54639], [2.92716, -1.52704, 0.68890], [4.85103, -1.87861, -0.72815], [5.57448, -1.79261, 0.24087], [5.35428, -2.12663, -2.07580], [4.50589, -2.19242, -3.10714], [4.90281, -2.41544, -4.35666], [1.45204, -1.68041, -1.47639], [3.70174, -1.52403, 1.28814], [6.42112, -2.25049, -2.19560], [4.09109, -2.40995, -4.89707], [-0.05391, 0.16140, -1.16889], [-1.12238, 0.07594, -1.74715], [-1.26194, -0.40402, -3.10929], [-2.47389, -0.45422, -3.68305], [-2.64462, -0.88745, -4.92253], [-3.71408, -0.01642, -2.94510], [-4.78340, -0.06462, -3.51814], [-3.56996, 0.44214, -1.57014], [-2.35920, 0.48603, -1.00282], [-2.16151, 0.89222, 0.24542], [-0.36293, -0.71328, -3.62692], [-3.59720, -0.84207, -5.13153], [-4.46669, 0.73761, -1.04437], [-1.19989, 0.82691, 0.39852], [-10.38674, -3.31540, -6.46901], [-9.24850, -2.91265, -6.33067], [-8.71590, -1.74784, -7.01820], [-7.44363, -1.38086, -6.82058], [-6.90110, -0.32728, -7.41593], [-6.53291, -2.14559, -5.90178], [-5.38372, -1.76521, -5.78482], [-7.06993, -3.29512, -5.19696], [-8.34360, -3.66028, -5.39167], [-8.89501, -4.69760, -4.77895], [-9.37925, -1.20730, -7.67800], [-5.97924, -0.28474, -7.10306], [-6.41013, -3.82642, -4.52610], [-9.81584, -4.73985, -5.09878], [3.76258, 3.71155, 5.61062], [3.42964, 4.75253, 5.07448], [4.31475, 5.89599, 4.94391], [3.87463, 7.01912, 4.36203], [4.63250, 8.09457, 4.21209], [2.47301, 7.14080, 3.83473], [2.14053, 8.19841, 3.33689], [1.59447, 5.98901, 3.94499], [2.03339, 4.86184, 4.52146], [1.26528, 3.78715, 4.63948], [5.31926, 5.79929, 5.33033], [4.07192, 8.75838, 3.76760], [0.59420, 6.08245, 3.54710], [1.79241, 3.08369, 5.06977]], "mulliken_charge": [-0.800, -0.535, 1.164, -0.375, -1.063, -0.347, 0.688, -0.514, -0.350, 0.278, 0.292, 0.444, 0.209, 0.439, 0.470, -0.656, 1.116, -0.753, 0.253, -0.384, 0.908, -0.545, -1.048, 0.338, -0.585, 0.384, 0.204, 0.427, 0.357, -0.617, 1.171, -1.088, 0.582, -0.543, 0.927, -0.536, -1.067, 0.255, -0.580, 0.531, 0.286, 0.427, 0.360, -0.619, 0.980, -0.916, 0.348, -0.576, 0.944, -0.569, -1.087, 0.425, -0.571, 0.425, 0.334, 0.437, 0.359, -0.488, 0.974, -1.020, 0.299, -0.562, 1.046, -0.613, -0.939, 0.359, -0.489, 0.439, 0.362, 0.436, 0.158]}